[1]
DFT (the ωB97M-V functional and the def2-TZVPD basis) results for 2 unconnected molecules or ions with the total composition C25H37N2O5P in a non-equilibrium geometry.

Results
* energy: -49030.151 eV
* Kohn-Sham gap: 0.1144 Eh

Geometry (Å):
C1 4.25241 -0.60313 -0.63112
C2 2.89147 -1.27375 -0.67582
O1 3.07131 -2.65355 -0.25282
P1 1.92944 -3.76891 -0.46390
C3 0.73950 -3.43813 0.77599
C4 -0.64799 -3.17497 0.59530
O2 -1.52976 -3.61150 1.33925
O3 -0.95468 -2.33544 -0.47499
C5 -2.00891 -2.85222 -1.32570
C6 -1.65791 -4.14833 -2.01737
O4 1.49831 -3.97962 -1.86345
O5 2.68147 -5.05017 0.17802
C7 2.82423 -6.26775 -0.58583
C8 4.06561 -7.00196 -0.13596
H1 4.16944 0.44182 -0.94611
H2 4.69616 -0.61832 0.37092
H3 4.93693 -1.13211 -1.30064
H4 2.17945 -0.75070 -0.01267
H5 2.48258 -1.28480 -1.70360
H6 0.99009 -3.78734 1.76628
H7 -2.89153 -3.00772 -0.69162
H8 -2.22692 -2.05866 -2.04575
H9 -2.18176 -4.19069 -2.97579
H10 -0.57116 -4.25446 -2.16488
H11 -2.03460 -4.97654 -1.39942
H12 1.94312 -6.90399 -0.42596
H13 2.86918 -6.00161 -1.64904
H14 4.11350 -8.00093 -0.57466
H15 4.96511 -6.46396 -0.43462
H16 4.05571 -7.09766 0.94841
C9 2.04160 4.52625 -4.01981
N1 2.36515 4.70039 -2.61620
C10 3.16168 5.86336 -2.29032
C11 1.77166 3.94767 -1.64226
C12 2.48134 3.67790 -0.44184
C13 1.95582 2.77364 0.45426
C14 0.61423 2.31333 0.32271
C15 0.05765 1.42039 1.27227
C16 -1.28536 1.47650 1.70567
C17 -1.93479 0.28337 2.12686
C18 -3.22450 0.29238 2.59559
C19 -3.94020 1.52088 2.68370
N2 -5.23915 1.55427 3.09214
C20 -5.93608 2.81061 3.31328
C21 -6.12372 0.40765 3.09566
C22 -3.27807 2.73711 2.33907
C23 -2.01156 2.70937 1.79566
C24 -0.14241 2.73588 -0.81454
C25 0.46810 3.42106 -1.84242
H17 1.98739 3.45325 -4.26144
H18 1.06805 4.98608 -4.26732
H19 2.84222 4.99826 -4.60643
H20 3.54612 5.80905 -1.26710
H21 3.99711 5.93384 -2.99906
H22 2.56232 6.78970 -2.36777
H23 3.46668 4.12660 -0.29866
H24 2.55514 2.43658 1.29983
H25 0.71079 0.66722 1.71618
H26 -1.39702 -0.66200 2.05005
H27 -3.69924 -0.62918 2.93334
H28 -5.30455 3.50593 3.88322
H29 -6.21753 3.29755 2.35876
H30 -6.84120 2.57710 3.89131
H31 -5.58847 -0.54426 3.08714
H32 -6.74421 0.47044 4.00358
H33 -6.80074 0.43003 2.22422
H34 -3.79066 3.68694 2.47871
H35 -1.54981 3.63743 1.45555
H36 -1.19770 2.48014 -0.88731
H37 -0.05594 3.62440 -2.77877


[2]
DFT (the ωB97M-V functional and the def2-TZVPD basis) results for a molecular structure, C25H37N2STc in a non-equilibrium geometry.

Results
* energy relative to the best compared isomer or geometry (same formula, charge and spin): 37.34 kJ/mol
* spin multiplicity: 4
* energy: -42525.987 eV
* Kohn-Sham gap (spin up / spin down): 0.1470 / 0.1619 Eh
* total charge: +1

Geometry (Å):
C1 0.29413 2.13786 -1.01575
C2 -1.09551 1.92355 -0.73362
C3 -1.59222 0.94826 -1.62427
C4 -0.52927 0.59377 -2.54773
C5 0.61163 1.44101 -2.24989
Tc1 0.62316 -0.06873 -0.87807
C6 0.25900 -3.59360 -1.29039
C7 1.19057 -2.62056 -1.07180
H1 1.88246 -2.66711 -0.20740
C8 1.49218 -1.58619 -2.07239
H2 1.04574 -1.77178 -3.02684
H3 2.51711 -1.26864 -2.18271
C9 -0.10394 -4.37493 -0.03970
H4 0.23724 -3.90637 0.92935
H5 -1.21681 -4.45487 0.17359
H6 0.30532 -5.40637 -0.06653
C10 -1.01726 -3.13607 -2.01052
H7 -1.35477 -2.04563 -1.81226
H8 -0.98446 -3.27368 -3.10016
H9 -1.95553 -3.62486 -1.62039
C11 -1.86355 2.68121 0.28987
H10 -1.23921 2.88010 1.16410
H11 -2.21291 3.65080 -0.10407
H12 -2.72776 2.11574 0.62469
C12 -3.00442 0.50263 -1.73565
H13 -3.44158 0.36984 -0.74180
H14 -3.60363 1.25470 -2.27828
H15 -3.08011 -0.44558 -2.27959
C13 -0.70315 -0.09861 -3.86424
H16 -1.48061 -0.86799 -3.80694
H17 -0.98933 0.64031 -4.62291
H18 0.23090 -0.56356 -4.18325
C14 1.69553 1.80255 -3.20971
H19 2.04355 0.91710 -3.75306
H20 1.28917 2.52232 -3.93547
H21 2.54281 2.26660 -2.69713
C15 1.10461 3.27134 -0.45957
H22 2.13542 3.22789 -0.81895
H23 0.68206 4.24857 -0.75127
H24 1.11348 3.22634 0.63601
C16 -2.19721 -0.17601 1.62551
C17 -2.27504 -1.61988 1.27599
C18 -3.16243 0.30655 2.38990
C19 -3.47862 -2.10932 0.92975
H25 -1.54969 -2.41529 0.94566
C20 -4.47766 -0.25893 2.23020
H26 -3.09350 1.24694 3.03309
C21 -4.67530 -1.37748 1.34491
H27 -3.45921 -3.05632 0.45874
H28 -5.36144 0.11156 2.79093
H29 -5.64050 -1.86913 1.08116
S1 2.70505 0.43321 -0.19151
C22 2.95428 0.75219 1.51969
N1 2.74703 -0.24128 2.43097
C23 3.28346 -0.18538 3.78376
C24 3.28941 1.25063 4.26438
C25 3.93069 2.21347 3.28059
N2 3.47552 1.89830 1.92071
H30 2.48698 -1.14341 2.01125
H31 4.29938 -0.61280 3.79879
H32 2.63341 -0.80715 4.39883
H33 3.84071 1.30092 5.21412
H34 2.25690 1.56775 4.46206
H35 5.02506 2.15368 3.32120
H36 3.62557 3.24011 3.49995
H37 3.71716 2.54970 1.15405


[3]
DFT (the ωB97M-V functional and the def2-TZVPD basis) results for a molecular structure, C25H37N4PtSi3.

Results
* spin multiplicity: 3
* energy: -59361.211 eV
* Kohn-Sham gap (spin up / spin down): 0.2460 / 0.2441 Eh
* total charge: +1

Geometry (Å):
Pt1 0.15859 -0.48713 0.89168
C1 -2.53241 3.27257 -1.13437
Si1 -2.18743 1.44173 -0.89151
C2 -3.64585 0.64511 -0.01223
C3 -2.22130 0.63190 -2.57486
C4 -0.55006 1.32732 0.08229
Si2 -0.87295 1.75714 1.88245
C5 0.64422 2.11703 2.93165
C6 -2.15922 3.01650 2.36360
C7 -1.53755 -0.00469 2.38837
Si3 0.87056 2.19305 -0.76225
C8 0.79658 2.36365 -2.62509
C9 1.32153 3.86013 -0.05343
C10 2.30242 0.95742 -0.52961
C11 3.58825 1.16169 -1.01373
C12 4.52571 0.14367 -0.98124
C13 4.15331 -1.09075 -0.47286
C14 2.87297 -1.25207 0.01066
N1 1.98215 -0.24906 -0.00511
H1 -3.48690 3.38862 -1.65401
H2 -1.77357 3.75113 -1.75742
H3 -2.59658 3.83390 -0.20248
H4 -4.50091 0.72375 -0.68886
H5 -3.94636 1.10725 0.92742
H6 -3.48120 -0.42224 0.15635
H7 -3.15164 0.95769 -3.05022
H8 -2.25878 -0.45497 -2.50063
H9 -1.40421 0.89940 -3.24091
H10 0.81661 3.18996 3.03183
H11 1.56054 1.66455 2.54495
H12 0.47854 1.72899 3.94079
H13 -1.80474 4.02297 2.13010
H14 -2.29928 2.96535 3.44692
H15 -3.12690 2.87680 1.88669
H16 -1.48877 -0.94462 1.73348
H17 -2.61890 0.10803 2.30330
H18 -1.26675 -0.33078 3.38956
H19 -0.04030 2.97515 -2.96348
H20 0.73519 1.39789 -3.12817
H21 1.71386 2.85382 -2.96246
H22 0.46376 4.53458 -0.12629
H23 2.13539 4.31355 -0.62364
H24 1.62848 3.81365 0.99052
H25 3.84323 2.12751 -1.43079
H26 5.52672 0.30316 -1.35936
H27 4.83890 -1.92515 -0.44536
H28 2.53750 -2.19437 0.41629
C15 -0.68892 -2.93754 -4.29963
C16 -1.14997 -3.89201 -3.39979
C17 -0.96067 -3.72964 -2.03942
C18 -0.31037 -2.58663 -1.56790
C19 0.13943 -1.62312 -2.46511
C20 -0.04283 -1.80597 -3.82605
N2 -0.05929 -2.42063 -0.19389
N3 0.05296 -3.50357 0.52848
C21 0.49889 -3.30396 1.78198
C22 0.69816 -4.39614 2.65372
C23 1.20988 -4.17013 3.90034
C24 1.53158 -2.85994 4.30156
C25 1.30513 -1.83835 3.42068
N4 0.80083 -2.04347 2.18780
H29 -0.83487 -3.07668 -5.36208
H30 -1.65866 -4.77531 -3.76264
H31 -1.30000 -4.47397 -1.33415
H32 0.62929 -0.73386 -2.09359
H33 0.31619 -1.05663 -4.52023
H34 0.44316 -5.38456 2.30074
H35 1.37071 -4.99824 4.57742
H36 1.94327 -2.65224 5.27764
H37 1.52366 -0.80816 3.67557